# 1
Below is a cluster of 7 separate species, C37H105Br3N15O8P5 in total in a non-equilibrium geometry, with properties calculated with the ωB97M-V functional and the def2-TZVPD basis.

```
! wB97M-V def2-TZVPD RIJCOSX def2/J DEFGRID3
* xyz 0 1
C -0.4810 -0.8839 -1.1347
Br -0.4102 -1.3999 0.8511
Br -2.1621 0.0101 -1.5484
Br 0.0192 -2.3910 -2.3389
H 0.3524 -0.1816 -1.1488
O -1.5454 -1.1385 -7.6340
P -2.3969 -2.3368 -7.5451
N -3.1390 -2.6232 -6.0338
C -2.5726 -2.1324 -4.7943
C -4.1943 -3.6095 -5.8632
N -1.6273 -3.8354 -7.8711
C -2.4458 -4.9887 -8.2914
C -0.3697 -4.1727 -7.2025
N -3.7834 -2.1357 -8.5733
C -3.6300 -2.3533 -10.0369
C -4.7660 -1.0813 -8.2971
H -2.3958 -1.0597 -4.8724
H -1.5580 -2.5030 -4.6474
H -3.1986 -2.2531 -3.9102
H -4.7029 -3.9098 -6.7793
H -4.9238 -3.2171 -5.1547
H -3.7271 -4.4916 -5.4253
H -1.9516 -5.3142 -9.2068
H -2.3702 -5.8522 -7.6306
H -3.4951 -4.7051 -8.3723
H -0.6328 -4.7938 -6.3464
H 0.2611 -4.7925 -7.8398
H 0.1746 -3.2952 -6.8535
H -3.0067 -3.2146 -10.2774
H -4.6126 -2.4557 -10.4975
H -3.1392 -1.4726 -10.4511
H -4.9575 -1.1812 -7.2287
H -5.5979 -1.2709 -8.9754
H -4.3676 -0.0752 -8.4286
O 3.6998 -5.4607 4.4357
P 2.3421 -5.7905 3.8612
N 1.2168 -6.6439 4.9046
C 1.7388 -7.4328 6.0090
C -0.1042 -7.0869 4.4421
N 2.3482 -6.9471 2.4913
C 2.8547 -8.3555 2.7436
C 1.5630 -6.7065 1.2713
N 1.5677 -4.3913 3.3008
C 0.6352 -3.6586 4.1306
C 2.1308 -3.6020 2.2646
H 2.1644 -6.8443 6.8218
H 2.4202 -8.1833 5.6084
H 0.9912 -8.0733 6.4769
H -0.6502 -6.3387 3.8674
H -0.8024 -7.2414 5.2648
H -0.0483 -8.0236 3.8876
H 3.5962 -8.3765 3.5422
H 1.9805 -8.9919 2.8816
H 3.5205 -8.7359 1.9689
H 1.9808 -5.8586 0.7285
H 1.6305 -7.5785 0.6208
H 0.4914 -6.6145 1.4482
H 1.1796 -2.9974 4.8047
H 0.0147 -3.0388 3.4833
H -0.0006 -4.2910 4.7503
H 1.3288 -3.3025 1.5898
H 2.9461 -4.0729 1.7153
H 2.5276 -2.6995 2.7295
O 3.4123 0.6545 3.9307
P 4.0651 1.6618 3.0071
N 5.5370 1.1951 2.3608
C 6.4790 2.1061 1.7431
C 6.2459 0.0365 2.8845
N 4.3215 3.1997 3.8668
C 5.4855 3.3431 4.7626
C 3.0857 3.7833 4.2970
N 3.1571 2.0430 1.6048
C 3.4485 3.2334 0.7998
C 2.2174 1.0386 0.9740
H 6.0538 3.0364 1.3665
H 6.9159 1.6338 0.8633
H 7.2550 2.4453 2.4294
H 5.5094 -0.7656 2.9322
H 6.5572 0.2620 3.9044
H 7.1084 -0.2940 2.3057
H 6.3554 2.7945 4.4013
H 5.6987 4.3997 4.9244
H 5.2673 2.8536 5.7118
H 3.2702 4.7026 4.8529
H 2.4558 3.9280 3.4193
H 2.5134 3.0743 4.8953
H 4.4543 3.1891 0.3821
H 2.7639 3.2940 -0.0463
H 3.5492 4.1369 1.4012
H 1.9411 1.3688 -0.0274
H 1.2186 1.1316 1.4005
H 2.6201 0.0261 0.9466
O -3.6465 4.0916 3.0974
P -2.2247 4.5997 2.8842
N -1.4602 3.7358 1.5402
C -0.0012 3.7596 1.3277
C -2.1458 2.7959 0.6594
N -1.0510 4.5410 4.2076
C -0.9909 3.3067 4.9560
C 0.0175 5.4984 4.3528
N -2.3406 6.2195 2.4470
C -1.3930 6.9089 1.5647
C -3.6509 6.9014 2.5618
H 0.5113 3.0963 2.0245
H 0.2585 4.8181 1.3440
H 0.2763 3.3271 0.3664
H -2.3598 1.8896 1.2259
H -1.6199 2.5446 -0.2616
H -3.1590 3.0886 0.3837
H -1.5936 3.3090 5.8642
H -1.3490 2.4422 4.3972
H 0.0304 2.9613 5.1170
H 0.6953 5.4176 3.5029
H -0.4399 6.4857 4.4163
H 0.4831 5.2604 5.3092
H -0.3970 6.8309 2.0006
H -1.4233 6.4727 0.5663
H -1.6296 7.9718 1.5147
H -4.1364 6.3989 3.3984
H -4.2329 6.7733 1.6491
H -3.5072 7.9763 2.6714
O 2.5425 0.6470 -2.9710
P 2.1249 1.3112 -4.2305
N 0.4681 1.8505 -4.2861
C -0.5586 0.9284 -4.7352
C -0.0377 2.9440 -3.4098
N 2.3442 0.3100 -5.6162
C 2.4083 -1.1457 -5.4598
C 2.3874 0.8434 -6.9840
N 2.9943 2.7105 -4.6202
C 4.3453 2.9260 -4.0660
C 2.5765 3.7193 -5.5066
H -0.7269 0.0791 -4.0730
H -0.1842 0.3907 -5.6063
H -1.5185 1.4162 -4.9048
H 0.6472 3.7891 -3.3392
H -0.2680 2.5572 -2.4171
H -0.9587 3.3620 -3.8162
H 3.4092 -1.5298 -5.6564
H 2.1042 -1.4368 -4.4544
H 1.7152 -1.6365 -6.1430
H 1.5266 1.4910 -7.1507
H 3.2677 1.4851 -6.9443
H 2.5693 0.0951 -7.7553
H 4.9711 2.0602 -4.2823
H 4.3001 3.0655 -2.9859
H 4.7511 3.8387 -4.5023
H 3.1775 3.9615 -6.3831
H 2.3101 4.6856 -5.0783
H 1.6941 3.4271 -6.0760
C -3.9013 2.4724 7.5743
O -4.0415 1.9604 6.2940
C -5.3943 2.0523 5.8488
C -5.5956 1.3446 4.4730
O -5.4924 -0.1152 4.4351
C -4.2514 -0.6481 4.8977
C -2.9787 -0.2909 4.0694
O -2.8668 -0.7338 2.7501
C -3.8958 -0.4458 1.8929
H -4.2216 1.6209 8.1748
H -4.5281 3.3508 7.7280
H -2.8681 2.6795 7.8531
H -5.7014 3.0981 5.8437
H -5.9867 1.4582 6.5446
H -4.8350 1.6408 3.7506
H -6.5971 1.5509 4.0954
H -4.2594 -1.7365 4.8390
H -4.0148 -0.5871 5.9600
H -2.1714 -0.7904 4.6049
H -2.6620 0.7513 4.1090
H -4.8031 -1.0130 2.1006
H -3.6134 -0.8437 0.9182
H -4.0943 0.5931 1.6297
*
```

Calculated values
gap between HOMO and LUMO = 7.455 eV
SMILES = CN(C)P(=O)(N(C)C)N(C)C.CN(C)P(=O)(N(C)C)N(C)C.CN(C)P(=O)(N(C)C)N(C)C.CN(C)P(=O)(N(C)C)N(C)C.CN(C)P(=O)(N(C)C)N(C)C.BrC(Br)Br.COCCOCCOC
E_tot = -335375.2323 eV

# 2
Below is a structure of composition C22H26ClIrNPSn in a non-equilibrium geometry, with properties calculated with the ωB97M-V functional and the def2-TZVPD basis.

```
! wB97M-V def2-TZVPD RIJCOSX def2/J DEFGRID3
* xyz -2 5
Ir -3.3906 -0.6956 -3.3138
Cl -2.0824 -2.0568 -2.3371
C -2.7654 0.0469 -5.0108
C -5.0872 -0.3233 -2.4166
H -3.4855 0.7399 -5.4612
H -1.8177 0.5846 -4.8764
H -2.5662 -0.7523 -5.7370
H -5.7138 0.3848 -2.9713
H -4.9163 0.0903 -1.4140
H -5.6648 -1.2464 -2.2749
Sn 0.0000 0.0000 0.0000
C 1.0672 -0.7389 -1.6555
C 0.2487 1.7914 0.4770
H 0.8228 -0.1355 -2.5453
H 2.1501 -0.6256 -1.4838
H 0.8591 -1.7937 -1.8832
H -0.2723 2.2870 1.3082
H 0.9287 2.4775 -0.0475
N 0.6464 -0.8962 1.7686
P 2.0729 -0.6018 2.5271
C 3.3329 -1.8216 1.9344
C 3.7733 -2.8469 2.7891
C 4.7346 -3.7656 2.3566
C 5.2671 -3.6656 1.0697
C 4.8405 -2.6447 0.2172
C 3.8782 -1.7280 0.6511
C 2.4967 1.1957 2.4346
C 3.6432 1.6415 1.7611
C 3.9473 3.0074 1.7187
C 3.1181 3.9323 2.3598
C 1.9852 3.4935 3.0483
C 1.6763 2.1302 3.0881
C 1.7706 -0.8720 4.3280
C 2.8293 -0.6247 5.2165
C 2.6511 -0.7868 6.5918
C 1.4124 -1.1949 7.0896
C 0.3519 -1.4414 6.2106
C 0.5273 -1.2796 4.8303
H 3.3770 -2.9477 3.7891
H 5.0664 -4.5532 3.0207
H 6.0133 -4.3749 0.7364
H 5.2600 -2.5594 -0.7766
H 3.5795 -0.9329 -0.0020
H 4.2999 0.9437 1.2649
H 4.8275 3.3499 1.1904
H 3.3551 4.9880 2.3272
H 1.3454 4.2078 3.5504
H 0.7965 1.8021 3.6265
H 3.7923 -0.3011 4.8412
H 3.4721 -0.5912 7.2698
H 1.2752 -1.3163 8.1563
H -0.6072 -1.7540 6.6015
H -0.3029 -1.4666 4.1640
*
```

Calculated values
gap between HOMO and LUMO (spin up / spin down) = 3.054 / 3.939 eV
⟨S²⟩ = 6.0179
ΔE to the lowest compared entry with this formula, charge and spin = 9.8 kcal/mol
E_tot = -55199.2779 eV

# 3
Below is the molecule C14H19N3O3 in a non-equilibrium geometry, with properties calculated with the ωB97M-V functional and the def2-TZVPD basis.

```
! wB97M-V def2-TZVPD RIJCOSX def2/J DEFGRID3
* xyz 0 1
C 5.5690 -1.8348 0.1558
C 4.6757 -0.6243 0.3977
C 4.4635 0.1804 -0.8832
C 3.6588 1.4638 -0.6677
C 2.1909 1.2056 -0.3343
C 1.4620 0.5607 -1.4606
N 0.4112 -0.1438 -1.4535
N -0.2989 -0.3859 -0.2981
C -0.7165 0.5269 0.6167
O -0.4232 1.7001 0.6128
C -1.6745 -0.0868 1.6470
C -3.0453 -0.0967 1.0428
C -3.7334 1.1057 0.8850
C -4.9797 1.1290 0.2962
C -5.5470 -0.0635 -0.1409
C -4.8731 -1.2702 0.0022
C -3.6240 -1.2795 0.5891
H -3.1015 -2.2175 0.7100
H -5.3385 -2.1791 -0.3469
N -6.8510 -0.0495 -0.7489
O -7.4229 1.0169 -0.8334
O -7.3015 -1.1063 -1.1401
H -5.5253 2.0509 0.1671
H -3.2744 2.0228 1.2205
H -1.6534 0.5555 2.5275
H -1.3520 -1.0922 1.9175
H -0.8189 -1.2513 -0.3717
H 1.8831 0.6817 -2.4519
H 2.0994 0.5825 0.5596
H 1.6909 2.1507 -0.0981
H 3.7120 2.0733 -1.5729
H 4.1118 2.0374 0.1437
H 3.9590 -0.4470 -1.6219
H 5.4419 0.4475 -1.2901
H 3.7142 -0.9658 0.7860
H 5.1319 0.0175 1.1551
H 5.7074 -2.3995 1.0749
H 5.1256 -2.4930 -0.5884
H 6.5466 -1.5221 -0.2046
*
```

Calculated values
gap between HOMO and LUMO = 8.740 eV
SMILES = CCCCC/C=N\NC(=O)Cc1ccc([N+](=O)[O-])cc1
ΔE to the lowest compared entry with this formula, charge and spin = 99.9 kcal/mol
E_tot = -25435.9738 eV

# 4
Below is a structure of composition C7H10HoN2O3 in a non-equilibrium geometry, with properties calculated with the ωB97M-V functional and the def2-TZVPD basis.

```
! wB97M-V def2-TZVPD RIJCOSX def2/J DEFGRID3
* xyz -1 5
C -1.3735 0.3076 -1.8593
C -1.9974 1.0653 -0.8268
C -2.4469 0.1554 0.1862
C -2.1011 -1.1699 -0.2463
C -1.4407 -1.0620 -1.5053
Ho -0.0494 0.0160 0.2463
N 1.6312 -0.4846 -0.8895
C 1.8252 1.6864 0.3057
C 0.6122 2.2287 0.6564
H -2.9027 0.4299 1.1578
H -2.0755 2.1707 -0.7762
H -2.2671 -2.1039 0.3335
H -1.0358 -1.9130 -2.0974
H -0.9031 0.7247 -2.7768
H 0.0552 2.8769 -0.0259
H 2.3096 1.9363 -0.6426
H 2.5070 -0.7757 -1.3769
H 0.2060 2.0986 1.6807
H 2.4504 1.1641 1.0416
O 2.8699 -2.0031 2.2920
N 1.8080 -2.3971 1.8953
O 1.2633 -3.4658 1.9997
O 1.0552 -1.4858 1.2277
*
```

Calculated values
gap between HOMO and LUMO (spin up / spin down) = 5.557 / 5.765 eV
⟨S²⟩ = 6.0366
E_tot = -42337.0314 eV

# 5
Below is a structure of composition C14H10F3NO2 in a non-equilibrium geometry, with properties calculated with the ωB97M-V functional and the def2-TZVPD basis.

```
! wB97M-V def2-TZVPD RIJCOSX def2/J DEFGRID3
* xyz 0 1
N 0.1642 2.0438 -1.3078
O -0.8222 2.7525 -1.2045
O 1.3484 2.3372 -1.3044
F 3.0214 0.0898 4.2883
C 3.4471 -0.7156 3.2772
F 4.7164 -0.3322 3.0140
F 3.5448 -1.9652 3.8091
C 2.5389 -0.6550 2.1238
C 3.0650 -0.5860 0.8189
C 2.2086 -0.4136 -0.2390
C 0.8064 -0.2192 -0.0860
C 0.0638 0.1993 -1.2259
C -1.4014 0.0251 -1.3456
C -1.9320 -0.3173 -2.5815
C -3.2915 -0.1773 -2.8556
C -4.1690 0.1809 -1.8125
C -3.6504 0.4183 -0.5227
C -2.2735 0.3247 -0.2755
C 0.2881 -0.5317 1.2305
C 1.1564 -0.6653 2.3128
H 4.0982 -0.6894 0.7280
H 2.6435 -0.4407 -1.2465
H 0.7065 0.1909 -2.1158
H -1.2009 -0.5990 -3.3521
H -3.6548 -0.3479 -3.8748
H -5.2495 0.2501 -2.0147
H -4.3043 0.6762 0.3126
H -1.8649 0.5720 0.6904
H -0.8126 -0.6494 1.4248
H 0.8092 -0.7559 3.3345
*
```

Calculated values
gap between HOMO and LUMO = 8.598 eV
ΔE to the lowest compared entry with this formula, charge and spin = 0.0 kcal/mol
E_tot = -28414.4447 eV

# 6
Below is a cluster of 3 separate species, C2H10NO2 in total in a non-equilibrium geometry, with properties calculated with the ωB97M-V functional and the def2-TZVPD basis.

```
! wB97M-V def2-TZVPD RIJCOSX def2/J DEFGRID3
* xyz 1 1
C -0.3216 -1.7474 0.3673
C 1.6997 -0.5879 1.0687
N 0.7286 -0.7663 0.2840
H -0.1948 -2.4993 -0.3998
H -1.3005 -1.3136 0.3287
H -0.3382 -2.3660 1.2681
H 2.0499 -1.3069 1.8034
H 2.3026 0.3115 1.0011
H 0.6536 -0.1066 -0.4975
H -2.5651 0.8246 -0.5967
H -2.3347 2.0167 -1.4151
O -1.9189 1.1603 -1.2213
H -0.2481 1.9151 -0.8460
H 1.1008 2.6638 -0.5592
O 0.6866 1.8018 -0.5858
*
```

Calculated values
gap between HOMO and LUMO = 10.929 eV
ΔE to the lowest compared entry with this formula, charge and spin = 19.5 kcal/mol
E_tot = -7814.1667 eV

> Among the records above, which one has the lowest E_tot?

C37H105Br3N15O8P5

> What is the E_tot in the first record?

-335375.2323 eV

> E_tot of number 2 (C22H26ClIrNPSn)?

-55199.2779 eV

> The lowest E_tot belongs to which entry?

C37H105Br3N15O8P5